Entry 1:
DFT (wB97M-V/def2-TZVPD) results for a molecular structure, C25H51Cl3F9N3O22PS2 in a non-equilibrium geometry.

Atoms and positions in Å:
N: -2.987 2.894 -4.584
H: -3.152 3.889 -4.518
H: -3.860 2.392 -4.510
H: -2.356 2.621 -3.845
H: -2.676 2.639 -5.511
N: 3.659 2.881 -2.966
H: 2.850 2.307 -2.776
H: 3.542 3.873 -2.816
H: 3.833 2.756 -3.953
H: 4.533 2.678 -2.502
N: -0.134 5.397 -0.720
H: 0.540 5.865 -1.309
H: -0.287 5.597 0.258
H: -0.144 4.413 -0.950
H: -0.986 5.791 -1.093
C: 0.124 -0.219 -1.306
O: 1.440 -0.545 -0.852
O: 0.280 1.080 -1.830
C: -0.575 -1.326 -2.131
F: -0.909 -2.375 -1.344
F: -1.833 -0.898 -2.606
F: 0.062 -1.645 -3.263
C: 1.546 -0.907 0.562
C: 2.928 -1.629 0.694
H: 3.656 -1.149 0.040
H: 3.381 -1.602 1.685
H: 2.911 -2.680 0.407
H: 0.764 -1.597 0.881
H: 1.439 -0.040 1.214
H: -0.540 -0.043 -0.460
P: 7.347 2.587 0.420
F: 5.719 2.583 0.503
F: 7.373 3.698 1.478
F: 7.393 1.385 1.438
F: 8.989 2.479 0.258
F: 6.903 1.429 -0.620
F: 7.125 3.777 -0.673
C: -4.167 -4.399 -4.427
Cl: -4.160 -3.186 -5.699
Cl: -2.556 -5.126 -4.673
Cl: -5.477 -5.649 -4.779
H: -4.187 -3.886 -3.466
C: 3.849 0.822 5.614
C: 4.825 1.816 6.187
C: 6.360 1.494 5.837
O: 6.850 2.805 5.748
C: 5.825 3.652 5.257
O: 5.873 4.805 4.973
O: 4.661 2.867 5.342
H: 3.881 0.673 4.534
H: 2.819 1.045 5.890
H: 3.917 -0.145 6.113
H: 4.687 2.140 7.218
H: 6.523 0.851 4.972
H: 6.859 0.943 6.635
C: -3.424 -0.607 3.668
C: -3.769 -0.641 5.077
C: -3.569 0.736 5.767
O: -4.630 0.838 6.590
C: -5.625 0.030 6.138
O: -6.800 0.166 6.484
O: -5.219 -0.834 5.244
H: -4.244 -0.275 3.031
H: -3.377 -1.635 3.309
H: -2.551 0.016 3.474
H: -3.224 -1.422 5.608
H: -3.616 1.453 4.948
H: -2.568 0.794 6.195
C: 7.112 -5.322 2.037
C: 7.936 -4.797 3.241
C: 7.670 -3.436 3.848
O: 7.424 -3.680 5.187
C: 7.541 -4.980 5.502
O: 7.582 -5.501 6.591
O: 7.930 -5.610 4.390
H: 6.051 -5.319 2.288
H: 7.439 -6.322 1.751
H: 7.386 -4.574 1.293
H: 8.980 -4.680 2.949
H: 6.866 -2.920 3.323
H: 8.493 -2.724 3.784
C: -7.635 1.662 2.358
C: -6.940 3.027 1.883
C: -6.103 3.895 2.830
O: -5.175 4.282 1.904
C: -5.098 3.511 0.829
O: -4.020 3.333 0.221
O: -6.100 2.654 0.836
H: -6.902 0.958 2.752
H: -8.330 1.065 1.768
H: -8.196 1.984 3.235
H: -7.806 3.625 1.598
H: -5.873 3.363 3.753
H: -6.786 4.715 3.051
C: -8.177 -0.978 -3.359
C: -6.992 -0.332 -2.587
O: -6.690 0.867 -3.267
S: -8.038 1.579 -3.763
O: -7.966 1.982 -5.117
O: -8.475 2.522 -2.702
O: -8.912 0.218 -3.677
H: -8.774 -1.671 -2.765
H: -7.898 -1.386 -4.330
H: -6.139 -0.991 -2.423
H: -7.451 -0.210 -1.606
C: 1.467 -2.501 -9.437
C: 0.977 -3.747 -8.649
O: 0.004 -4.261 -9.430
S: 0.330 -4.068 -11.049
O: -0.827 -3.808 -11.910
O: 1.340 -5.082 -11.369
O: 1.069 -2.602 -10.769
H: 2.552 -2.544 -9.345
H: 1.151 -1.574 -8.959
H: 0.630 -3.571 -7.630
H: 1.709 -4.550 -8.568

Results
Total charge: +1
HOMO-LUMO gap, Eh: 0.17517
LUMO, eV: -5.28
2S+1: 1


Entry 2:
DFT (wB97M-V/def2-TZVPD) results for 5 unconnected molecules or ions with the total composition C13H36O7 in a non-equilibrium geometry.

Atoms and positions in Å:
C: 4.312 1.157 -0.716
C: 4.826 2.557 -0.886
O: 5.126 2.787 -2.251
O: 3.959 0.888 0.626
H: 4.833 0.408 -1.302
H: 3.361 1.228 -1.278
H: 5.728 2.618 -0.347
H: 4.134 3.275 -0.409
H: 5.682 3.523 -2.430
H: 3.008 0.455 0.780
C: -4.587 -3.765 -0.997
C: -4.105 -4.988 -1.789
O: -5.207 -5.672 -2.318
O: -3.462 -2.969 -0.483
H: -5.154 -4.130 -0.216
H: -5.156 -2.912 -1.545
H: -3.579 -5.701 -1.008
H: -3.428 -4.647 -2.619
H: -4.972 -6.487 -2.835
H: -3.898 -2.192 0.002
C: 3.301 -3.757 3.848
C: 2.607 -3.513 2.504
C: 1.115 -3.153 2.668
O: 3.183 -2.592 1.634
H: 4.327 -3.711 3.761
H: 3.003 -4.538 4.376
H: 3.163 -2.859 4.643
H: 2.575 -4.311 1.874
H: 0.655 -4.034 3.231
H: 0.702 -2.879 1.709
H: 0.900 -2.224 3.305
H: 3.931 -2.889 1.331
C: -3.767 5.962 -0.984
C: -2.832 5.006 -1.724
C: -1.395 5.374 -1.387
O: -3.143 3.775 -1.263
H: -4.658 5.624 -1.127
H: -3.694 6.977 -1.185
H: -3.413 6.170 0.074
H: -2.840 4.890 -2.809
H: -0.648 4.442 -1.649
H: -1.361 5.311 -0.404
H: -0.961 6.349 -1.564
H: -2.675 3.058 -1.761
C: 0.079 1.532 0.385
C: 0.202 -0.014 0.631
C: -0.529 -0.844 -0.396
O: 1.531 -0.245 0.670
H: 0.547 1.931 -0.580
H: 0.506 2.140 1.128
H: -0.955 1.770 0.542
H: -0.159 -0.299 1.541
H: -0.672 -1.762 -0.278
H: -0.156 -0.652 -1.473
H: -1.540 -0.526 -0.501
H: 1.650 -0.943 1.253

Results
SMILES: CC(C)O.CC(C)O.CC(C)O.OCCO.OCCO
HOMO-LUMO gap, Eh: 0.36170
LUMO, eV: 0.52
2S+1: 1


Entry 3:
DFT (wB97M-V/def2-TZVPD) results for a gas-phase ion, C2H3FIO2S (charge -1) in a non-equilibrium geometry.

Atoms and positions in Å:
C: 0.077 1.168 -0.024
C: -0.691 -0.277 0.160
O: 1.318 -1.356 -1.196
O: 1.423 -1.376 1.263
F: -1.374 -0.265 1.330
S: 0.646 -1.735 0.060
I: -2.146 -0.511 -1.449
H: 0.359 1.285 -1.063
H: 0.962 1.095 0.605
H: -0.573 1.972 0.314

Results
Total charge: -1
HOMO-LUMO gap, Eh: 0.24719
LUMO, eV: 2.90
2S+1: 1